Record 1
C27H26FNO4S2 | wB97M-V/def2-TZVPD

Atoms and positions in Å:
1 S 2.26 -0.65 1.68
2 S -0.40 0.66 3.35
3 F -0.16 -0.79 1.23
4 O 3.21 -1.25 2.61
5 O 2.16 -1.16 0.31
6 O 0.20 1.86 2.81
7 O -0.49 0.46 4.79
8 N -0.07 0.51 -3.11
9 C -3.07 -0.18 3.13
10 C 0.39 -4.62 2.74
11 C -2.04 0.50 2.49
12 C 0.49 -0.79 2.42
13 C 3.26 1.64 2.48
14 C 0.27 -2.18 2.94
15 C 2.19 1.86 0.30
16 C -4.30 -0.31 1.03
17 C 0.07 1.89 -5.06
18 C 3.23 3.78 1.39
19 C -0.22 -0.51 -5.28
20 C -0.07 0.75 -5.88
21 C 0.71 -3.34 2.26
22 C 0.06 1.71 -3.66
23 C -3.27 0.37 0.40
24 C -0.07 0.92 -7.38
25 C -0.49 -2.39 4.09
26 C 2.52 3.23 0.31
27 C -0.84 -3.66 4.55
28 C -0.21 -0.58 -3.86
29 C -4.20 -0.55 2.41
30 C -0.45 -4.80 3.85
31 C 2.54 1.11 1.43
32 C -0.34 -1.89 -3.15
33 C 3.60 2.99 2.48
34 C 0.22 2.87 -2.74
35 C -2.18 0.84 1.13
36 H -0.75 -1.57 4.73
37 H 3.53 0.99 3.31
38 H 1.36 -3.28 1.40
39 H -0.81 -5.80 4.14
40 H -1.43 1.44 0.61
41 H -3.29 0.57 -0.67
42 H 4.13 3.36 3.36
43 H -0.31 -2.72 -3.85
44 H 1.67 1.40 -0.55
45 H 1.12 2.78 -2.12
46 H -0.34 -1.44 -5.88
47 H 0.30 3.81 -3.29
48 H -0.20 -0.07 -7.85
49 H 2.19 3.88 -0.50
50 H -1.48 -3.76 5.43
51 H 0.89 1.36 -7.71
52 H 3.48 4.84 1.41
53 H -5.02 -1.04 2.93
54 H 0.46 -2.04 -2.42
55 H 0.20 2.90 -5.48
56 H 0.73 -5.51 2.20
57 H -0.89 1.59 -7.68
58 H -1.29 -1.98 -2.62
59 H -2.98 -0.41 4.20
60 H -5.18 -0.60 0.47
61 H -0.63 2.97 -2.05

Values from the calculation:
Structure (SMILES): O=S(=O)(c1ccccc1)C(F)(c1ccccc1)S(=O)(=O)c1ccccc1.Cc1cc(C)nc(C)c1
ΔE to the lowest compared entry with this formula, charge and spin (kcal/mol): 0.0
LUMO (eV): 0.0
Kohn-Sham gap (Eh): 0.3318
E (eV): -62486.343
Total charge: 0

---

Record 2
C27H26FeN7O5S4 | wB97M-V/def2-TZVPD

Atoms and positions in Å:
1 Fe 0.22 -1.33 0.53
2 S -2.18 -7.64 -2.20
3 S -0.33 -1.01 2.69
4 S 3.55 -1.11 0.62
5 S -3.08 -1.71 3.88
6 O -2.24 -7.04 -3.53
7 O 4.51 -0.19 1.18
8 O -3.46 -7.73 -1.52
9 O -1.37 -8.85 -2.14
10 O 3.60 -2.47 1.08
11 N -2.39 -2.16 1.44
12 N 0.72 1.35 0.84
13 N 2.02 -0.54 0.77
14 N -1.34 0.90 -0.31
15 N 0.81 -3.42 0.84
16 N -1.53 -2.04 0.43
17 N 0.14 -1.46 -1.39
18 C 4.19 -2.41 -3.13
19 C 4.49 -0.03 -3.14
20 C 0.85 -0.86 -2.34
21 C -0.27 -2.07 -4.07
22 C 2.66 1.35 2.22
23 C -2.11 -1.06 5.27
24 C 4.77 -1.30 -5.30
25 C -1.94 -1.67 2.56
26 C -1.23 -6.43 -1.24
27 C -1.66 -6.06 0.03
28 C 0.17 -4.50 0.17
29 C -0.95 -5.10 0.74
30 C 4.48 -1.23 -3.83
31 C -0.28 0.50 0.27
32 C 1.86 0.71 1.27
33 C 1.27 3.29 2.09
34 C -0.91 -2.24 -1.77
35 C -0.10 -5.87 -1.79
36 C -1.83 -2.54 -0.73
37 C 4.20 0.01 -1.78
38 C 0.68 -1.12 -3.69
39 C 0.48 2.64 1.20
40 C 0.61 -4.90 -1.08
41 C -1.08 -2.62 -3.11
42 C 3.90 -1.16 -1.12
43 C 3.91 -2.38 -1.78
44 C 2.37 2.63 2.64
45 H -2.75 -3.09 -0.87
46 H 1.28 -0.61 -4.42
47 H 1.58 -0.15 -2.00
48 H 3.51 0.82 2.62
49 H 1.48 -4.42 -1.52
50 H 3.92 -1.72 -5.84
51 H 4.72 0.89 -3.66
52 H -1.49 1.91 -0.42
53 H 4.98 -0.31 -5.71
54 H 3.71 -3.29 -1.23
55 H 0.21 -6.18 -2.78
56 H -0.41 3.08 0.76
57 H 4.20 -3.35 -3.67
58 H -1.86 -3.34 -3.35
59 H -2.55 -6.53 0.42
60 H -1.30 -4.78 1.71
61 H 0.68 -3.48 1.84
62 H 4.21 0.94 -1.22
63 H 1.02 4.30 2.38
64 H 5.62 -1.94 -5.50
65 H -1.56 -1.86 5.75
66 H -2.83 -0.63 5.97
67 H -0.37 -2.35 -5.11
68 H 1.81 -3.39 0.68
69 H -1.43 -0.30 4.91
70 H 2.99 3.11 3.38

Values from the calculation:
ΔE to the lowest compared entry with this formula, charge and spin (kcal/mol): 29.4
LUMO (eV): 1.2
Kohn-Sham gap (Eh): 0.2315
E (eV): -126819.557
Total charge: -1

---

> Among the records above, which one has the lowest ΔE to the lowest compared entry with this formula, charge and spin?

C27H26FNO4S2